[1]
Formula: C3H7N3O
Source: OMol25
Level of theory: ωB97M-V with the def2-TZVPD basis set

The geometry in XYZ format:
```
14
Properties=species:S:1:pos:R:3:forces:R:3:mulliken_charge:R:1
H 1.87521 -1.65436 0.29299 -0.419 0.876 -0.343 0.274
H -1.86200 1.31080 -1.00070 0.268 -0.275 0.807 0.231
H 2.28999 0.99517 0.62847 0.630 -0.693 -0.671 0.311
C 0.39833 -0.27511 -0.12838 0.560 -0.606 0.446 0.524
H 3.07162 0.54199 -0.79751 -0.422 -0.116 0.798 0.254
N 0.01515 0.93009 -0.09002 0.143 0.132 -0.078 -0.580
H -1.78269 1.51246 0.78726 -0.149 -0.323 -0.271 0.255
O -0.53003 -1.26862 -0.10704 0.296 -0.357 -0.033 -0.421
N 2.72966 0.19712 0.11574 -0.367 0.878 -0.056 -0.651
H -2.17333 -0.86805 1.08977 0.063 -0.125 -0.298 0.243
C -1.78932 -0.62930 0.08967 -0.590 0.837 -0.292 -0.255
N 1.69667 -0.73186 -0.12631 -0.108 -0.572 -0.006 -0.085
C -1.44421 0.88552 -0.05034 -0.303 0.398 -0.599 -0.340
H -2.49504 -0.94584 -0.70360 0.397 -0.056 0.596 0.239
```
Forces are in eV/Å.

Calculated values
energy	-357.983897	a.u.
SMILES	NNC1=NCCO1
strongest force on any atom	0.0224	Eh/bohr
HOMO energy	-8.88	eV
ΔE to the lowest compared entry with this formula, charge and spin	41.4	kcal/mol
LUMO level	0.0355	Ha
orbital gap	9.9	eV

---

[2]
Formula: C3H7N3O
Source: OMol25
Level of theory: ωB97M-V with the def2-TZVPD basis set

The geometry in XYZ format:
```
14
Properties=species:S:1:pos:R:3:forces:R:3:mulliken_charge:R:1
C 0.30266 -0.44247 1.41993 -4.638 -1.338 4.406 0.296
C 1.23505 0.61445 1.56727 -0.001 3.901 1.112 -0.440
H 1.04950 1.44337 0.71428 1.485 -2.139 1.782 0.247
N 0.03127 -0.11829 -0.91092 3.732 0.425 -4.302 -0.139
N -0.78033 -0.02727 -2.16782 0.660 -4.107 1.836 -0.701
C -0.61981 -0.28600 0.30117 -4.728 -0.437 -4.222 0.141
N -1.96744 -0.26156 0.17854 4.040 -0.363 3.329 -0.777
O 1.60019 -0.77637 1.24670 1.933 1.457 -0.635 -0.427
H -2.13944 -0.04675 -0.78652 -0.245 0.031 -0.490 0.429
H -0.45142 0.69139 -2.72024 1.011 2.179 -0.983 0.231
H 1.36127 1.11531 2.66671 0.325 -1.769 -2.805 0.239
H -0.18279 -0.83111 2.43863 0.785 0.615 -2.464 0.340
H 1.13648 -0.15729 -1.20280 -3.836 -0.122 1.999 0.314
H -0.57518 -0.91740 -2.74495 -0.524 1.667 1.436 0.246
```
Forces are in eV/Å.

Calculated values
energy	-357.848219	a.u.
SMILES	[H]/N=C(\NN)[C@@H]1CO1
strongest force on any atom	0.1271	Eh/bohr
HOMO energy	-8.67	eV
ΔE to the lowest compared entry with this formula, charge and spin	126.5	kcal/mol
LUMO level	0.0268	Ha
orbital gap	9.4	eV

---

[3]
Formula: C3H7N3O
Source: OMol25
Level of theory: ωB97M-V with the def2-TZVPD basis set

The geometry in XYZ format:
```
14
Properties=species:S:1:pos:R:3:forces:R:3:mulliken_charge:R:1
C -1.77308 0.82493 -0.34265 -0.795 -0.623 0.550 -0.296
C 0.12231 -0.47267 0.53288 -0.516 2.020 -0.580 0.632
H 0.91646 -1.20723 -1.77619 1.152 -0.101 0.062 0.313
N 1.24448 -1.08109 0.11400 0.150 0.004 -0.592 0.010
H -0.58388 1.94448 1.06821 0.245 -0.008 -0.511 0.252
H 1.71876 -1.71753 0.69568 0.347 -0.562 0.855 0.218
C -0.72542 1.80254 -0.00754 -0.647 -2.389 1.288 -0.477
H -2.27982 0.94418 -1.27966 -0.405 0.022 -0.250 0.238
H -0.56677 2.59226 -0.67120 0.591 0.947 -0.900 0.276
H -2.32291 0.29514 0.44641 0.126 0.593 -0.177 0.253
O -0.33251 -0.45698 1.65200 0.059 -0.847 0.339 -0.615
H 1.87226 0.02869 -1.39935 0.204 -2.054 0.286 0.315
N -0.42745 0.37439 -0.53070 1.254 0.743 0.195 -0.422
N 1.77770 -1.02944 -1.21129 -1.765 2.256 -0.564 -0.698
```
Forces are in eV/Å.

Calculated values
energy	-357.952458	a.u.
SMILES	NNC(=O)N1CC1
strongest force on any atom	0.0568	Eh/bohr
HOMO energy	-9.50	eV
ΔE to the lowest compared entry with this formula, charge and spin	61.1	kcal/mol
LUMO level	0.0378	Ha
orbital gap	10.5	eV

---

[4]
Formula: C3H7N3O
Source: OMol25
Level of theory: ωB97M-V with the def2-TZVPD basis set

The geometry in XYZ format:
```
14
Properties=species:S:1:pos:R:3:forces:R:3:mulliken_charge:R:1
C 0.96699 -0.72872 -1.16312 -1.681 -1.145 0.372 0.089
H 0.22707 -1.05988 1.80008 -0.079 0.072 -0.142 0.362
N 1.78646 -1.29107 -1.89228 -0.557 0.625 -0.001 -0.516
N 0.76465 0.33559 -0.42493 0.291 0.899 0.054 0.150
H -0.44145 -1.04788 -0.52139 1.155 -1.305 -1.265 0.193
H -2.19036 1.26033 0.40323 0.080 -0.147 -0.035 0.247
H -1.52502 -0.80452 1.82395 0.048 0.023 0.068 0.354
C -0.55971 0.21829 0.21058 -0.084 3.325 0.547 0.750
O 1.30060 1.58601 -0.75316 -0.074 0.073 0.473 -0.425
H -0.43732 0.49742 2.34135 0.026 0.009 -0.140 0.348
C -0.56267 -0.32501 1.63408 -0.206 -0.455 -0.155 -1.324
H 1.52089 -2.00221 -2.56181 0.032 -0.029 0.346 0.279
H 0.48698 2.13723 -0.74673 0.152 -0.185 -0.193 0.361
N -1.33711 1.22442 -0.14986 0.897 -1.759 0.071 -0.869
```
Forces are in eV/Å.

Calculated values
energy	-357.812118	a.u.
strongest force on any atom	0.0656	Eh/bohr
HOMO energy	-8.53	eV
ΔE to the lowest compared entry with this formula, charge and spin	149.2	kcal/mol
LUMO level	-0.0134	Ha
orbital gap	8.2	eV